Below is an isolated molecule of C5H7IN2, with properties calculated with ωB97M-V with the def2-TZVPD basis set.

Last column: Mulliken charge in e.
Positions of all 15 atoms, in Å:
C -1.1186 2.5668 0.0438  -0.302
C -1.4461 1.0936 -0.0326  -0.360
C -0.1041 0.4283 -0.0292  1.413
C 0.1971 -0.4969 -1.2540  -1.581
C 0.0314 -0.5097 1.2310  -1.506
N 0.2724 2.6133 -0.0058  -0.332
N 0.8442 1.5185 0.0116  -0.333
I -3.1682 -0.0125 0.0029  0.149
H -1.7384 3.3549 -0.2080  0.450
H 0.0218 0.0020 -2.2755  0.304
H -0.2521 -1.5021 -1.1695  0.346
H 1.2012 -0.5543 -1.2900  0.545
H 1.0307 -0.7547 1.3655  0.433
H -0.5886 -1.3202 1.2081  0.447
H -0.2468 0.3260 1.9983  0.326

Output
**E_HOMO**: -9.075 eV
**Kohn-Sham gap**: 8.720 eV
**Multiplicity**: 1
**DFT total energy**: -601.8126 a.u.
**SMILES string**: CC1(C)N=NC=C1I


Below is an isolated molecule of C5H7IO2, with properties calculated with ωB97M-V with the def2-TZVPD basis set.

Last column: Mulliken charge in e.
Positions of all 15 atoms, in Å:
C 0.2073 0.1173 0.3788  0.736
C -1.9648 -0.8926 -0.7769  -0.645
C -0.9186 -0.6949 -1.8140  -0.662
C -0.9383 0.2175 -0.6240  0.139
C 1.2048 1.0482 2.2533  -0.732
O 0.8747 -0.8742 0.4329  -0.609
O 0.3553 1.1801 1.1300  -0.254
I -1.7391 2.2353 -0.7547  0.176
H -2.8910 -0.3320 -0.6460  0.330
H -2.0721 -1.6770 -0.0190  0.223
H -0.1358 -1.4114 -1.8383  0.258
H -1.3940 -0.4002 -2.8059  0.193
H 1.6183 0.1277 2.2721  0.401
H 0.5008 1.2054 3.0959  0.227
H 2.0516 1.8170 2.2310  0.218

Output
**E_HOMO (alpha / beta)**: -5.424 / -9.718 eV
**⟨S²⟩**: 2.006
**Kohn-Sham gap (alpha / beta)**: 6.145 / 6.316 eV
**Multiplicity**: 3
**DFT total energy**: -642.6830 a.u.


Below is a cluster of 2 separate species, C5H7IO8S in total, with properties calculated with ωB97M-V with the def2-TZVPD basis set.

Last column: Mulliken charge in e.
Positions of all 22 atoms, in Å:
C 1.9584 -0.1622 -0.7991  -1.046
C 1.3535 -1.5162 -0.5347  -0.185
O 0.0137 -1.6476 -1.0065  -0.455
C -0.8038 -0.6438 -0.5606  0.713
O -2.1041 -1.1194 -0.0750  -0.406
C -2.7910 0.0443 0.0081  0.708
O -3.6826 0.3192 0.7716  -0.574
O -2.3456 0.9056 -0.9931  -0.330
C -1.3510 0.2202 -1.6833  -0.553
I -2.3194 -0.9294 -3.2374  -0.103
H 1.8032 0.1905 -1.8143  0.247
H 1.5397 0.5221 -0.0771  0.280
H 3.0259 -0.2282 -0.6359  0.397
H 1.9324 -2.2670 -1.0587  0.367
H 1.4333 -1.7462 0.5207  0.287
H -0.4370 -0.0273 0.2859  -0.004
H -0.5424 0.8169 -2.0681  0.644
O 0.2257 1.0130 1.2398  -0.650
S 0.6641 1.4627 2.6143  1.011
O 1.7307 0.5304 3.0735  -0.796
O -0.5011 1.4185 3.5287  -0.757
O 1.1975 2.8440 2.5013  -0.795

Output
**E_HOMO**: -0.346 eV
**Kohn-Sham gap**: 4.229 eV
**Net charge**: -2
**Multiplicity**: 1
**DFT total energy**: -1492.5421 a.u.


Below is a structure of composition C5H7LiO3Pt, with properties calculated with ωB97M-V with the def2-TZVPD basis set.

Last column: Mulliken charge in e.
Positions of all 17 atoms, in Å:
C -3.3847 1.6983 0.3808  -0.611
C -4.1476 1.2097 -0.4378  -0.112
H -2.4438 2.2016 0.5572  0.470
H -5.0499 0.7926 -0.8565  0.387
H -1.5254 0.9934 -0.5069  0.194
O -1.2999 -0.7757 1.0896  -0.651
Pt 1.2724 1.4302 -0.8955  0.954
O -0.5158 0.7199 -0.3939  -0.268
C -0.3625 -0.2548 0.4933  1.067
O 0.8337 -0.7299 0.6437  -0.478
C 2.0548 -0.0308 0.0912  -0.323
C 2.8816 -1.1003 -0.5914  -1.053
H 2.5665 0.2796 1.0139  0.424
H 3.1207 -1.9419 0.0793  0.346
H 3.8296 -0.6401 -0.9080  0.388
H 2.3890 -1.4984 -1.4894  0.348
Li -0.2187 -2.3537 1.7305  0.918

Output
**E_HOMO (alpha / beta)**: -17.180 / -17.182 eV
**⟨S²⟩**: 2.003
**Kohn-Sham gap (alpha / beta)**: 8.286 / 5.170 eV
**Net charge**: +2
**Multiplicity**: 3
**DFT total energy**: -546.4564 a.u.


Below is a structure of composition C5H7LiO5Zn, with properties calculated with ωB97M-V with the def2-TZVPD basis set.

Last column: Mulliken charge in e.
Positions of all 19 atoms, in Å:
O 0.0303 1.3541 2.3882  -0.576
C 1.1055 0.8153 2.5545  0.171
C 1.6216 -0.2451 1.6297  -0.441
O 0.5193 -0.8250 0.9547  -0.459
Li -1.1435 0.5361 1.0572  0.911
H 1.8293 1.1901 3.3016  0.393
H 2.1043 -1.0404 2.2185  0.359
H 2.4460 0.1817 1.0385  0.397
H -2.6344 1.9595 -1.2918  0.389
C -2.0578 1.0245 -1.3646  0.152
C -0.9028 1.0017 -2.1602  -0.703
Zn -1.9466 -2.0705 -0.7553  0.211
O -2.2648 0.1478 -0.4351  -0.633
H -0.5800 1.9673 -2.5607  0.297
H -0.8482 0.2016 -2.9094  0.255
O 0.9341 -0.0749 -1.0917  -0.519
C 0.6736 -1.0976 -0.3785  0.828
O 0.5301 -2.4010 -0.6275  -0.429
H 0.5839 -2.6251 -1.5683  0.397

Output
**E_HOMO (alpha / beta)**: -11.546 / -10.947 eV
**⟨S²⟩**: 0.784
**Kohn-Sham gap (alpha / beta)**: 7.963 / 5.258 eV
**Net charge**: +1
**Multiplicity**: 2
**DFT total energy**: -2357.4638 a.u.


Below is a structure of composition C5H7MgO4, with properties calculated with ωB97M-V with the def2-TZVPD basis set.

Last column: Mulliken charge in e.
Positions of all 17 atoms, in Å:
O 3.3553 -0.5188 1.4521  -0.740
C 2.5810 -0.8473 0.5065  0.839
O 1.6581 0.2858 0.3516  -0.278
O 2.4416 -1.8278 -0.1636  -0.411
Mg 2.6655 1.2851 1.8242  1.249
C 0.4893 0.7171 -1.6603  -0.735
C 0.5445 0.1351 -0.4497  0.597
H 1.3294 1.3294 -1.9956  0.238
H -0.3058 0.4381 -2.3520  0.278
O -3.0260 -0.1742 0.7540  -0.514
C -1.8601 -0.5372 0.0431  -0.446
C -0.8398 0.5821 0.2134  -0.607
H -3.5888 -0.9461 0.8572  0.319
H -2.0791 -0.6801 -1.0280  0.274
H -1.4553 -1.4846 0.4380  0.346
H -0.6164 0.7056 1.2853  0.249
H -1.2934 1.5379 -0.0762  0.341

Output
**E_HOMO**: -12.905 eV
**Kohn-Sham gap**: 5.332 eV
**Net charge**: +1
**Multiplicity**: 1
**DFT total energy**: -695.4451 a.u.


Below is an isolated molecule of C5H7N, with properties calculated with ωB97M-V with the def2-TZVPD basis set.

Last column: Mulliken charge in e.
Positions of all 13 atoms, in Å:
N -2.6556 0.7083 1.5021  -0.432
C -1.9779 -0.0380 0.9435  0.187
C -0.9437 -0.8153 0.2966  -0.391
C 0.2151 0.1694 0.3531  -0.073
C 0.6532 0.8566 -0.9175  -0.602
C 1.5132 -0.2031 -0.2991  -0.578
H -1.2899 -1.1091 -0.6971  0.290
H -0.7619 -1.7273 0.8718  0.254
H 0.1052 0.7334 1.3125  0.369
H 0.9988 1.8834 -0.8740  0.245
H 0.1454 0.6050 -1.8453  0.226
H 1.5569 -1.1611 -0.8131  0.243
H 2.4412 0.0979 0.1664  0.261

Output
**E_HOMO**: -10.901 eV
**Kohn-Sham gap**: 11.864 eV
**Multiplicity**: 1
**DFT total energy**: -249.4237 a.u.
**SMILES string**: N#CCC1CC1


Below is an isolated molecule of C5H7N, with properties calculated with ωB97M-V with the def2-TZVPD basis set.

Last column: Mulliken charge in e.
Positions of all 13 atoms, in Å:
C 1.2218 -0.2937 0.5746  -0.704
C 0.6724 0.8239 -0.2142  -0.112
C 0.4338 -0.6880 -0.6305  -0.377
C -1.0748 -0.4307 -0.5157  -0.117
N -1.5900 -0.2401 0.7971  -0.636
C -0.8650 0.9271 -0.0485  -0.362
H 2.2821 -0.4454 0.3891  0.256
H 0.9248 -0.4368 1.6068  0.187
H 1.3015 1.6842 -0.4884  0.408
H 0.8066 -1.4216 -1.3432  0.417
H -1.7506 -0.6958 -1.3115  0.412
H -0.9774 -0.6290 1.5196  0.279
H -1.3852 1.8459 -0.3354  0.347

Output
**E_HOMO**: -8.608 eV
**Kohn-Sham gap**: 9.780 eV
**Multiplicity**: 1
**DFT total energy**: -249.3240 a.u.
**SMILES string**: C1[C@@H]2[C@H]1[C@@H]1N[C@H]21


Below is an isolated molecule of C5H7N, with properties calculated with ωB97M-V with the def2-TZVPD basis set.

Last column: Mulliken charge in e.
Positions of all 13 atoms, in Å:
C -1.0954 -0.3129 -0.4361  -0.597
C -0.7330 -1.0101 0.7786  -0.269
C 0.5908 -0.7822 1.1112  -0.356
C 1.0410 0.3761 0.4805  -0.529
N 0.6537 1.2897 -1.6107  -0.667
C 0.0510 0.9977 -0.4291  0.081
H -2.1457 -0.0323 -0.5523  0.302
H -0.7395 -0.8175 -1.3325  0.231
H -1.4407 -1.5125 1.4338  0.381
H 1.1463 -1.3065 1.8832  0.388
H 2.0250 0.8189 0.5930  0.379
H 1.1366 0.4425 -1.9293  0.272
H -0.4903 1.8491 0.0095  0.385

Output
**E_HOMO (alpha / beta)**: -7.493 / -9.071 eV
**Kohn-Sham gap (alpha / beta)**: 7.100 / 8.885 eV
**Multiplicity**: 1
**DFT total energy**: -249.3312 a.u.


Below is an isolated molecule of C5H7N, with properties calculated with ωB97M-V with the def2-TZVPD basis set.

Last column: Mulliken charge in e.
Positions of all 13 atoms, in Å:
C -0.0477 1.4003 -0.9121  -1.079
C -0.0942 0.0631 -0.0532  0.473
C -0.9673 -0.4090 1.2572  -0.306
N -1.4215 -0.4751 -0.0823  -0.448
C 1.1677 -0.6680 -0.0685  -0.843
C 2.2627 -1.1725 0.0100  0.188
H 0.9404 1.6042 -1.3694  0.344
H -0.3457 2.2737 -0.3233  0.275
H -0.7749 1.3122 -1.7493  0.278
H -0.9653 -1.3684 1.8520  0.255
H -1.2844 0.4225 1.8857  0.183
H -1.6644 -1.3346 -0.5466  0.250
H 3.2084 -1.6632 0.1006  0.430

Output
**E_HOMO**: -8.780 eV
**Kohn-Sham gap**: 9.871 eV
**Multiplicity**: 1
**DFT total energy**: -249.3221 a.u.
**SMILES string**: C#C[C@]1(C)CN1


Below is an isolated molecule of C5H7N, with properties calculated with ωB97M-V with the def2-TZVPD basis set.

Last column: Mulliken charge in e.
Positions of all 13 atoms, in Å:
C 1.5027 -0.7027 0.1722  -1.162
C 0.4013 1.2114 -0.7224  -0.816
C 0.3185 -0.2883 -0.7315  0.434
N -0.9710 -0.6471 -0.0999  -0.142
C -1.4936 0.4687 0.3867  -0.196
C -0.6960 1.5758 0.0744  -0.379
H 1.7098 0.0900 0.8969  0.317
H 1.2928 -1.6259 0.7166  0.330
H 2.4012 -0.8323 -0.4331  0.303
H 0.3847 -0.7686 -1.7129  0.357
H -1.3859 -1.5643 -0.0347  0.180
H -2.4246 0.4319 0.9493  0.405
H -0.9166 2.5758 0.4317  0.369

Output
**E_HOMO**: -7.735 eV
**Kohn-Sham gap**: 8.221 eV
**Multiplicity**: 1
**DFT total energy**: -249.3626 a.u.


Below is an isolated molecule of C5H7N, with properties calculated with ωB97M-V with the def2-TZVPD basis set.

Last column: Mulliken charge in e.
Positions of all 13 atoms, in Å:
C 1.5046 -0.8696 -1.1531  -0.427
C 1.4660 0.4879 -0.6802  -0.208
C 0.4872 0.4065 0.5130  -0.707
C -0.3269 -0.7872 0.1039  0.810
C -1.7474 -0.4359 0.4706  -1.081
N 0.3551 -1.4911 -0.7440  -0.491
H 2.5532 0.7566 -0.5683  0.325
H 0.9260 1.1703 -1.5410  0.221
H 1.1465 0.3590 1.3643  0.284
H -0.1211 1.3208 0.6408  0.294
H -2.3882 -1.2450 0.9577  0.316
H -2.1526 -0.0861 -0.4455  0.300
H -1.7024 0.4137 1.0818  0.365

Output
**E_HOMO**: -7.724 eV
**Kohn-Sham gap**: 7.289 eV
**Multiplicity**: 1
**DFT total energy**: -249.2911 a.u.


Below is an isolated molecule of C5H7N, with properties calculated with ωB97M-V with the def2-TZVPD basis set.

Last column: Mulliken charge in e.
Positions of all 13 atoms, in Å:
N 1.2495 -0.7478 1.5568  -0.173
C 1.6591 -0.2987 0.5548  -0.006
C 1.0663 0.2702 -0.6817  -0.326
C -0.2952 0.9265 -0.5433  -0.050
C -0.2476 -1.1097 1.7328  -0.572
C -1.3168 0.6824 -1.3609  -0.737
H 1.0013 -0.5630 -1.3930  0.259
H 1.8107 0.9722 -1.0496  0.333
H -0.3959 1.6775 0.2366  0.316
H -0.5993 -0.7526 2.6950  0.232
H -0.4076 -2.1926 1.6585  0.238
H -1.2571 -0.0668 -2.1491  0.228
H -2.2674 1.2021 -1.2570  0.257

Output
**E_HOMO (alpha / beta)**: -7.624 / -8.396 eV
**Kohn-Sham gap (alpha / beta)**: 7.580 / 8.551 eV
**Multiplicity**: 1
**DFT total energy**: -249.2803 a.u.


Below is an isolated molecule of C5H7N, with properties calculated with ωB97M-V with the def2-TZVPD basis set.

Last column: Mulliken charge in e.
Positions of all 13 atoms, in Å:
C 1.8287 -0.0505 -0.1435  -1.140
C 0.4670 0.0579 0.4604  0.333
C -0.3668 1.1511 0.4421  -0.460
C -1.6592 0.6913 0.0592  -0.436
C -1.5828 -0.6729 -0.0928  -0.550
N -0.3070 -1.0493 0.2204  -0.083
H 2.4438 -0.8531 0.2703  0.290
H 1.5922 -0.2937 -1.1824  0.328
H 2.3626 0.9010 -0.1387  0.327
H -0.0544 2.1796 0.5881  0.386
H -2.5241 1.3094 -0.1261  0.393
H -2.2959 -1.4090 -0.4295  0.381
H 0.0959 -1.9618 0.0725  0.232

Output
**E_HOMO**: -7.924 eV
**Kohn-Sham gap**: 8.967 eV
**Multiplicity**: 1
**DFT total energy**: -249.4506 a.u.
**SMILES string**: Cc1ccc[nH]1


Below is an isolated molecule of C5H7N, with properties calculated with ωB97M-V with the def2-TZVPD basis set.

Last column: Mulliken charge in e.
Positions of all 13 atoms, in Å:
C 0.2871 -0.1311 -2.6157  -1.170
C 0.1686 0.1870 -1.2059  0.712
C -0.2296 0.5745 -0.1362  -0.464
C -0.3992 0.7336 1.2815  -0.110
C -0.4429 -0.5429 2.0374  -0.394
N 0.7548 0.2863 2.0709  -0.597
H -0.7152 0.1313 -2.9508  0.270
H 0.4359 -1.1903 -2.8406  0.297
H 1.0644 0.4565 -3.1167  0.289
H -0.9217 1.6107 1.6521  0.361
H -0.4453 -1.4578 1.4473  0.264
H -0.9940 -0.5820 2.9704  0.251
H 1.4370 -0.0760 1.4063  0.291

Output
**E_HOMO**: -8.958 eV
**Kohn-Sham gap**: 9.884 eV
**Multiplicity**: 1
**DFT total energy**: -249.3636 a.u.
**SMILES string**: CC#C[C@H]1CN1


Below is a cluster of 2 separate species, C5H7N in total, with properties calculated with ωB97M-V with the def2-TZVPD basis set.

Last column: Mulliken charge in e.
Positions of all 13 atoms, in Å:
C 2.5040 0.4286 -0.2455  -0.952
C 0.4023 -0.6335 0.2383  0.454
C 1.2418 0.3105 0.5773  -0.371
C -3.6842 0.8816 -0.1057  -0.348
C -2.9303 -0.0574 -0.0971  -0.478
N -0.3409 -1.4841 -0.2550  -0.602
H 3.2819 -0.2180 0.1746  0.245
H 2.3190 0.1086 -1.2757  0.308
H 2.8821 1.4532 -0.2677  0.301
H 1.0988 0.9078 1.4724  0.348
H -4.3958 1.6719 -0.1171  0.366
H -2.2245 -0.8615 -0.1331  0.484
H -0.1659 -2.4406 0.0453  0.244

Output
**E_HOMO**: -8.995 eV
**Kohn-Sham gap**: 9.952 eV
**Multiplicity**: 1
**DFT total energy**: -249.3365 a.u.
**SMILES string**: CC=C=N.C#C


Below is an isolated molecule of C5H7N, with properties calculated with ωB97M-V with the def2-TZVPD basis set.

Last column: Mulliken charge in e.
Positions of all 13 atoms, in Å:
C -1.1670 -0.6462 0.6895  -1.020
C -1.0391 0.4166 -0.3476  -0.066
N -0.2884 1.6160 -0.1678  -0.538
C 0.5182 0.7374 -1.0329  -0.335
C 1.6102 -0.0081 -0.4498  -0.463
C 2.5908 -0.5877 -0.0443  0.132
H -0.1887 -0.8998 1.1054  0.284
H -1.8120 -0.2645 1.4848  0.295
H -1.6198 -1.5644 0.2986  0.311
H -1.9341 0.5893 -0.9725  0.413
H 0.0990 1.5665 0.7737  0.316
H -0.2445 0.1460 -1.6164  0.241
H 3.4755 -1.1009 0.2794  0.429

Output
**E_HOMO**: -7.864 eV
**Kohn-Sham gap**: 8.909 eV
**Multiplicity**: 1
**DFT total energy**: -249.2731 a.u.
**SMILES string**: C#C[C@@H]1N[C@@H]1C